A 12-piece molecular cluster, C6H37N2O11 overall. Source: the OMol25 dataset; level of theory: ωB97M-V/def2-TZVPD.

Geometry as ORCA input:
```
! wB97M-V def2-TZVPD RIJCOSX def2/J DEFGRID3
* xyz 1 1
C -1.3107 0.0148 -1.2158
C -0.0319 -0.2319 -0.4348
C 0.6380 -1.5529 -0.3865
C 1.6141 -1.7087 0.8105
N 0.4162 -0.1225 4.0556
C 1.1783 -0.5121 2.9715
C 0.8569 -1.4666 2.0935
N 0.9979 0.8448 -1.1209
H -1.6861 -0.7127 -1.9234
H -2.0328 0.3237 -0.4646
H -1.2902 1.0083 -1.6678
H -0.1653 0.3845 0.4345
H -0.2164 -2.2260 -0.2801
H 1.1073 -1.9719 -1.2743
H 2.4771 -1.0619 0.6815
H 1.8749 -2.7517 0.7802
H 0.8110 0.2633 4.8891
H -0.5020 -0.5160 4.0441
H 1.9962 0.1074 2.6142
H 0.1446 -2.2541 2.3318
H 1.0975 0.7416 -2.1329
H 1.9614 0.6211 -0.8226
H 0.6051 1.6998 -0.7503
H -4.4830 2.4563 0.0788
H -3.7880 1.0405 -0.0672
O -3.7053 1.9892 -0.2336
H 3.4643 1.7282 -2.4268
H 3.2801 2.2329 -3.6847
O 2.6871 1.9362 -2.9745
H -4.4589 -0.2434 1.8440
H -3.0738 -0.4529 2.4738
O -3.5600 -0.5229 1.6470
H 4.4663 0.4087 -0.8954
H 4.2628 0.8519 0.5401
O 3.8364 0.8705 -0.3359
H 3.8335 0.6815 3.0940
H 4.6069 1.9556 2.8662
O 4.4428 1.0933 2.4716
H -1.2012 3.4766 1.3320
H -2.1676 2.5025 0.6081
O -1.2219 2.7320 0.7249
H -2.3028 -3.0121 0.2992
H -3.1886 -2.2200 -0.7033
O -2.4913 -2.8907 -0.6342
H 1.9017 4.4493 0.5599
H 0.9080 3.8513 -0.1960
O 0.9560 4.6138 0.4021
H 1.4660 -0.4427 -4.7476
H 0.9653 -1.2935 -3.6184
O 1.1009 -0.3679 -3.8598
H -1.1972 -3.8358 -2.0246
H -0.1227 -4.7544 -2.1089
O -0.2286 -3.7909 -2.1184
H -5.1920 -1.8661 0.0752
H -5.5127 -0.9002 -1.1110
O -4.8236 -1.1969 -0.5090
*
```

Electronic energy = -32318.968 eV
Relative energy (zero: lowest compared OMol25 entry of this formula, charge and spin) = 46.5 kcal/mol
LUMO energy = -2.2 eV

One molecule with the formula C3H7N3O. Source: the OMol25 dataset; level of theory: ωB97M-V/def2-TZVPD.

Geometry as ORCA input:
```
! wB97M-V def2-TZVPD RIJCOSX def2/J DEFGRID3
* xyz 0 1
C -1.6911 -0.3037 0.7049
N 1.9028 -0.0928 -0.1521
C -0.6070 0.0275 -0.2715
C 0.7322 1.5173 1.0168
O 1.7252 -1.1578 -1.0585
N 0.6768 0.3977 0.3668
N -0.8160 0.0153 -1.5035
H 1.8874 -1.9704 -0.5558
H 2.4057 0.6520 -0.6377
H -0.0436 0.2715 -2.1096
H -0.2612 1.7992 1.3904
H -2.1798 -1.2180 0.3790
H -2.4389 0.4892 0.7206
H -1.2926 -0.4269 1.7102
*
```

Electronic energy = -9736.990 eV
Relative energy (zero: lowest compared OMol25 entry of this formula, charge and spin) = 139.4 kcal/mol
LUMO energy = 0.6 eV

A 3-piece molecular cluster, H3PS2 overall. Source: the OMol25 dataset; level of theory: ωB97M-V/def2-TZVPD.

Geometry as ORCA input:
```
! wB97M-V def2-TZVPD RIJCOSX def2/J DEFGRID3
* xyz 0 1
P -3.8529 -1.1144 -0.0994
S -1.3419 1.2247 -0.1872
S -3.1981 0.7433 0.2413
H -2.8557 -1.8425 -0.9451
H 1.0899 1.0206 -0.1942
H 0.8468 0.3783 0.3680
*
```

Electronic energy = -31005.085 eV
Relative energy (zero: lowest compared OMol25 entry of this formula, charge and spin) = 69.0 kcal/mol
LUMO energy (spin up / spin down) = -2.0 / -1.8 eV

One molecule with the formula C6H8N2. Source: the OMol25 dataset; level of theory: ωB97M-V/def2-TZVPD.

Geometry as ORCA input:
```
! wB97M-V def2-TZVPD RIJCOSX def2/J DEFGRID3
* xyz 0 1
C 0.2188 1.6155 0.0502
N -1.0319 1.4838 0.0459
N -1.3339 0.3161 -0.6236
C -2.2873 -0.6121 0.0374
C -0.7117 -0.8134 0.1293
C 0.7635 -0.8743 -0.5197
C 1.8025 -0.4457 0.4480
C 1.3144 0.5953 -0.5474
H 0.3807 2.5549 0.5131
H -2.7847 -0.4585 1.0222
H -2.8050 -1.0253 -0.7509
H -0.5339 -0.5968 1.1740
H 0.9526 -1.4708 -1.4401
H 1.4629 -0.2669 1.4477
H 2.8032 -1.0469 0.3672
H 1.7898 1.0451 -1.3531
*
```

Electronic energy = -9325.944 eV
Relative energy (zero: lowest compared OMol25 entry of this formula, charge and spin) = 132.9 kcal/mol
SMILES = C1=NN2C[C@H]2[C@@H]2C[C@H]12
LUMO energy = 1.1 eV

A 5-piece molecular cluster, C32H44F5NO10 overall. Source: the OMol25 dataset; level of theory: ωB97M-V/def2-TZVPD.

Geometry as ORCA input:
```
! wB97M-V def2-TZVPD RIJCOSX def2/J DEFGRID3
* xyz 0 1
C 4.8798 1.9779 -1.5759
C 3.6067 1.9864 -0.7689
N 3.0465 3.3777 -0.6566
C 1.6497 3.3858 -0.6734
C 0.8955 2.9375 0.3334
C -0.5616 3.0061 0.1822
O -1.2904 3.2459 1.1067
C -1.0587 2.7996 -1.2215
C -2.3283 2.0499 -1.5065
F -2.1961 0.8259 -0.8886
F -2.4088 1.7755 -2.8313
C -3.6376 2.6654 -1.0686
C -3.7634 3.9360 -0.5291
C -5.0189 4.4070 -0.1669
C -6.1571 3.6317 -0.3532
C -6.0366 2.3655 -0.9190
C -7.2405 1.5056 -1.1460
F -7.6149 0.8573 -0.0357
F -8.2916 2.2393 -1.5395
F -7.0273 0.5727 -2.0905
C -4.7812 1.8873 -1.2685
C -0.3060 3.2386 -2.2215
C 0.9626 3.9265 -1.8801
O 1.3987 4.8530 -2.5022
H 5.3574 1.0118 -1.4276
H 4.6775 2.0392 -2.6334
H 5.5979 2.7269 -1.2538
H 2.8847 1.3602 -1.2919
H 3.7553 1.5511 0.2130
H 3.3730 3.8708 -1.4817
H 1.3393 2.5616 1.2395
H -2.8995 4.5601 -0.3906
H -5.1459 5.3837 0.2709
H -7.1363 3.9890 -0.0778
H -4.6855 0.9025 -1.6938
H -0.5734 3.1253 -3.2578
C 1.5754 3.9856 4.6109
C 2.3354 2.7932 5.1518
O 3.3436 2.3505 4.2389
C 4.5818 2.8799 4.1907
C 4.8787 4.1473 4.9601
O 5.4067 2.3566 3.4955
H 2.2242 4.8510 4.4737
H 0.7666 4.2676 5.2853
H 1.1447 3.7461 3.6385
H 2.7610 2.9828 6.1384
H 1.6640 1.9429 5.2576
H 4.7531 4.9959 4.2894
H 5.9147 4.1088 5.2867
H 4.2575 4.2947 5.8401
C -3.7488 -1.8412 1.9381
C -2.3781 -1.3809 1.4846
O -1.3344 -1.9568 2.2780
C -0.8025 -3.1634 2.0214
C -1.4526 -4.0572 0.9894
O 0.1467 -3.5296 2.6583
H -3.8756 -2.9183 1.8257
H -4.5265 -1.3418 1.3591
H -3.8931 -1.6075 2.9926
H -2.2045 -1.5681 0.4243
H -2.2828 -0.3065 1.6302
H -2.1419 -4.7281 1.4998
H -0.6730 -4.6454 0.5108
H -1.9892 -3.5274 0.2063
C -4.6733 -9.6902 1.3494
C -4.6068 -8.3144 0.7193
O -5.0835 -7.2965 1.6019
C -4.3040 -6.6986 2.5250
C -2.9305 -7.2594 2.8163
O -4.7394 -5.7544 3.1226
H -4.0310 -9.7631 2.2270
H -4.3630 -10.4514 0.6332
H -5.6922 -9.9063 1.6701
H -3.6061 -8.0725 0.3578
H -5.2715 -8.2699 -0.1417
H -2.9927 -7.9349 3.6679
H -2.2739 -6.4323 3.0757
H -2.4769 -7.7863 1.9801
C 7.9948 -0.3328 -5.3153
C 6.6916 -0.9004 -5.8382
O 5.5879 -0.5788 -4.9873
C 4.8986 0.5711 -5.0803
C 5.4250 1.6913 -5.9470
O 3.9075 0.7028 -4.4146
H 7.9775 0.7568 -5.2855
H 8.8257 -0.6451 -5.9480
H 8.1767 -0.6852 -4.3002
H 6.4871 -0.5936 -6.8649
H 6.7353 -1.9879 -5.8376
H 6.0076 2.3673 -5.3219
H 4.5746 2.2342 -6.3515
H 6.0384 1.3630 -6.7822
*
```

Electronic energy = -69449.884 eV
SMILES = CCNC1=CC(=O)C(C(F)(F)c2cccc(C(F)(F)F)c2)=CC1=O.CCOC(C)=O.CCOC(C)=O.CCOC(C)=O.CCOC(C)=O
LUMO energy = -1.0 eV

A 9-piece molecular cluster, C9H36O9 overall. Source: the OMol25 dataset; level of theory: ωB97M-V/def2-TZVPD.

Geometry as ORCA input:
```
! wB97M-V def2-TZVPD RIJCOSX def2/J DEFGRID3
* xyz 0 1
C 0.5218 -3.5656 -2.2321
O 0.4218 -3.4346 -3.6848
H 0.6761 -2.5628 -1.7080
H 1.0347 -4.2165 -1.8545
H -0.4079 -4.1460 -1.8705
H 0.2029 -4.2173 -4.0852
C 3.4605 2.0213 1.8277
O 4.7047 2.6422 1.8332
H 2.8109 2.7163 2.2430
H 3.3120 0.9498 2.2120
H 2.9822 1.8721 0.8842
H 5.2403 2.2497 2.6901
C -1.5034 3.0580 2.7665
O -1.3056 4.0678 3.6374
H -2.1155 2.2937 3.2844
H -0.5755 2.4092 2.7089
H -1.8004 3.3554 1.8189
H -0.6809 4.4521 3.1180
C 1.2016 -3.8699 1.3992
O 2.1832 -4.5037 2.1410
H 1.2465 -4.5140 0.5462
H 1.5116 -2.7994 1.2432
H 0.1121 -3.8834 1.7679
H 1.8778 -5.2967 2.4000
C 0.5469 3.5257 -1.9142
O -0.5181 3.2960 -1.0449
H 0.1944 3.6172 -2.9351
H 1.2006 2.6122 -1.7884
H 1.2279 4.4952 -1.5793
H -0.9576 4.1159 -1.1223
C -4.6248 -2.4483 0.2750
O -3.2524 -2.0679 0.4474
H -4.5607 -3.2528 0.8508
H -4.7240 -2.8621 -0.9125
H -5.2213 -1.5440 0.3934
H -3.1325 -1.2364 0.1234
C -3.9760 1.8930 -1.1001
O -3.7399 0.7850 -0.2545
H -4.0846 2.7466 -0.4448
H -4.9102 1.9748 -1.9918
H -3.1123 2.1605 -1.7796
H -4.3883 0.9712 0.2700
C 3.5960 -0.8733 -1.3015
O 4.4069 -2.0018 -1.1266
H 3.3732 -0.4523 -0.5040
H 2.5225 -1.1286 -1.6175
H 3.9053 -0.0464 -1.7767
H 5.2711 -1.5828 -0.9842
C -0.0652 0.0684 -0.2557
O 0.6986 1.0294 0.3632
H -1.1366 0.2376 -0.5079
H -0.1276 -0.9441 0.3279
H 0.1985 0.0444 -1.2240
H 0.2787 1.7900 0.0276
*
```

Electronic energy = -28331.843 eV
Relative energy (zero: lowest compared OMol25 entry of this formula, charge and spin) = 310.5 kcal/mol
SMILES = CO.CO.CO.CO.CO.CO.CO.CO.CO
LUMO energy = 0.2 eV

C32H46BN13NiO7 as an isolated structure. Source: the OMol25 dataset; level of theory: ωB97M-V/def2-TZVPD.

Geometry as ORCA input:
```
! wB97M-V def2-TZVPD RIJCOSX def2/J DEFGRID3
* xyz 0 3
Ni -0.1357 -0.3687 0.4182
C -1.4565 1.3824 -4.2551
C -1.8462 1.2723 -2.8212
C -3.1101 1.2832 -2.2730
C -2.9321 1.1572 -0.8820
N -1.6338 0.9756 -0.6311
N -0.9759 1.1063 -1.8066
B 0.5253 1.4608 -1.7429
N 1.4295 0.1990 -1.7681
N 1.8654 -0.2779 -0.5757
C 2.9654 -0.9926 -0.8094
C 3.1980 -1.0311 -2.1979
C 2.2115 -0.2542 -2.7695
C 1.9690 0.0520 -4.2080
C 3.9506 -1.4364 0.2528
C 5.2778 -0.7233 -0.0617
C 3.5136 -1.0076 1.6550
C 4.1831 -2.9512 0.1982
N 0.7644 2.1761 -0.3806
N 0.5295 1.5471 0.8034
C 0.8071 2.3966 1.7862
C 1.2219 3.6157 1.2174
C 1.1870 3.4329 -0.1489
C 1.5382 4.4023 -1.2266
C 0.7119 2.1041 3.2667
C 2.1090 2.2722 3.8825
C 0.2058 0.6907 3.5472
C -0.2498 3.1195 3.8982
C -4.0384 1.4113 0.1249
C -4.8178 2.6451 -0.3581
C -3.4997 1.7491 1.5160
C -4.9875 0.2082 0.1787
H -2.3108 1.7178 -4.8394
H -1.1468 0.4076 -4.6370
H -0.6331 2.0828 -4.3967
H -4.0355 1.4292 -2.8057
H 0.8259 2.1727 -2.6514
H 4.0038 -1.5257 -2.7156
H 2.7738 -0.3644 -4.8103
H 1.9181 1.1277 -4.3809
H 1.0229 -0.3822 -4.5376
H 5.1546 0.3596 -0.0005
H 5.6351 -0.9684 -1.0624
H 6.0403 -1.0273 0.6586
H 3.2560 0.0530 1.6515
H 4.3311 -1.1695 2.3608
H 2.6468 -1.5671 1.9927
H 4.4791 -3.2647 -0.8053
H 3.2843 -3.4976 0.4813
H 4.9800 -3.2260 0.8923
H 1.5160 4.5133 1.7359
H 1.8349 5.3488 -0.7802
H 0.6899 4.5788 -1.8889
H 2.3669 4.0323 -1.8321
H 2.7986 1.5376 3.4653
H 2.0617 2.1267 4.9638
H 2.5069 3.2684 3.6848
H 0.7538 -0.0475 2.9622
H -0.8544 0.6059 3.3121
H 0.3408 0.4504 4.6028
H 0.1333 4.1371 3.8073
H -0.3866 2.8977 4.9587
H -1.2239 3.0735 3.4084
H -4.1412 3.4920 -0.4811
H -5.5806 2.9130 0.3762
H -5.3157 2.4664 -1.3118
H -2.9526 2.6941 1.4888
H -2.8230 0.9897 1.8764
H -4.3257 1.8425 2.2240
H -5.4516 0.0342 -0.7940
H -5.7792 0.3792 0.9114
H -4.4459 -0.6943 0.4605
N 0.7462 -3.8162 -2.1672
C 1.0016 -4.6655 -1.1726
N 1.3666 -5.9247 -1.4716
N 0.9463 -4.3504 0.1063
C 0.7505 -3.1601 0.5646
N 0.6168 -2.1643 1.1549
H 0.6599 -4.1430 -3.1143
H 0.2507 -2.9531 -1.9640
H 1.3317 -6.2721 -2.4113
H 1.5311 -6.5616 -0.7136
O -5.7793 -5.5286 0.7907
N -5.4207 -5.2860 -0.3485
O -5.9083 -5.7826 -1.3480
C -4.3378 -4.3384 -0.5242
C -3.9291 -3.9839 -1.7971
C -2.9109 -3.0748 -1.9869
C -2.2050 -2.4517 -0.8783
O -1.2287 -1.6912 -1.0168
C -2.7365 -2.8423 0.4186
C -3.7341 -3.7691 0.5844
N -2.1970 -2.2594 1.6177
O -2.2423 -2.8883 2.6480
O -1.7583 -1.1080 1.5672
N -2.6161 -2.7349 -3.3691
O -1.7000 -1.9690 -3.6262
O -3.3521 -3.1889 -4.2327
H -4.4152 -4.4194 -2.6567
H -4.0625 -4.0372 1.5782
*
```

Electronic energy = -109350.679 eV
Relative energy (zero: lowest compared OMol25 entry of this formula, charge and spin) = 8.6 kcal/mol
LUMO energy (spin up / spin down) = -1.1 / -1.2 eV

A 2-piece molecular cluster, C3H6S overall. Source: the OMol25 dataset; level of theory: ωB97M-V/def2-TZVPD.

Geometry as ORCA input:
```
! wB97M-V def2-TZVPD RIJCOSX def2/J DEFGRID3
* xyz 0 1
C 0.7090 -0.7237 -0.2166
C 0.7976 0.7344 -0.4925
C -0.0411 0.2157 0.6151
S -2.7062 0.1663 -0.0117
H 0.1163 -1.3205 -0.8427
H 1.5464 -1.3061 0.1801
H 1.6500 1.3066 -0.0630
H 0.4410 1.3154 -1.3728
H 0.0252 0.4940 1.5806
H -2.5382 -0.8821 0.6235
*
```

Electronic energy = -14039.282 eV
Relative energy (zero: lowest compared OMol25 entry of this formula, charge and spin) = 82.7 kcal/mol
LUMO energy = -1.2 eV

| no. | strongest force on any atom (eV/A) |
| --- | --- |
| 1 | 4.35 |
| 2 | 1.74 |
| 3 | 3.58 |
| 4 | 4.63 |
| 5 | 0.98 |
| 6 | 10.74 |
| 7 | 0.84 |
| 8 | 4.67 |